{"formula": "C99H222N10O17", "method": "the ωB97M-V functional and the def2-TZVPD basis", "elements": ["C", "C", "C", "O", "H", "H", "H", "H", "H", "H", "H", "H", "C", "C", "C", "O", "H", "H", "H", "H", "H", "H", "H", "H", "C", "C", "C", "O", "H", "H", "H", "H", "H", "H", "H", "H", "C", "C", "C", "O", "H", "H", "H", "H", "H", "H", "H", "H", "C", "C", "C", "O", "H", "H", "H", "H", "H", "H", "H", "H", "C", "O", "C", "C", "N", "C", "C", "O", "C", "H", "H", "H", "H", "H", "H", "H", "H", "H", "H", "H", "H", "H", "H", "H", "C", "O", "C", "C", "N", "C", "C", "O", "C", "H", "H", "H", "H", "H", "H", "H", "H", "H", "H", "H", "H", "H", "H", "H", "C", "C", "C", "C", "C", "C", "N", "O", "C", "C", "C", "H", "H", "H", "H", "H", "H", "H", "H", "H", "H", "H", "H", "H", "H", "H", "H", "H", "H", "H", "C", "C", "C", "C", "C", "C", "N", "O", "C", "C", "C", "H", "H", "H", "H", "H", "H", "H", "H", "H", "H", "H", "H", "H", "H", "H", "H", "H", "H", "H", "C", "C", "C", "C", "C", "C", "N", "O", "C", "C", "C", "H", "H", "H", "H", "H", "H", "H", "H", "H", "H", "H", "H", "H", "H", "H", "H", "H", "H", "H", "C", "C", "C", "C", "C", "C", "N", "O", "C", "C", "C", "H", "H", "H", "H", "H", "H", "H", "H", "H", "H", "H", "H", "H", "H", "H", "H", "H", "H", "H", "C", "C", "C", "C", "C", "C", "N", "O", "C", "C", "C", "H", "H", "H", "H", "H", "H", "H", "H", "H", "H", "H", "H", "H", "H", "H", "H", "H", "H", "H", "C", "C", "C", "C", "C", "C", "N", "O", "C", "C", "C", "H", "H", "H", "H", "H", "H", "H", "H", "H", "H", "H", "H", "H", "H", "H", "H", "H", "H", "H", "C", "C", "C", "C", "C", "C", "N", "O", "C", "C", "C", "H", "H", "H", "H", "H", "H", "H", "H", "H", "H", "H", "H", "H", "H", "H", "H", "H", "H", "H", "C", "C", "C", "C", "C", "C", "N", "O", "C", "C", "C", "H", "H", "H", "H", "H", "H", "H", "H", "H", "H", "H", "H", "H", "H", "H", "H", "H", "H", "H"], "positions_angstrom": [[-3.503919, -1.884069, 4.360225], [-2.967323, -3.190492, 3.871725], [-1.475903, -3.111025, 3.406133], [-3.093848, -4.167594, 4.861553], [-3.246663, -1.080527, 3.670115], [-2.907844, -1.525600, 5.199437], [-4.575955, -1.731893, 4.485485], [-3.631066, -3.550076, 3.085436], [-1.453115, -2.595661, 2.445935], [-1.031276, -4.101603, 3.310472], [-0.778157, -2.677667, 4.122692], [-3.216036, -5.027962, 4.453594], [0.090237, 7.466692, 4.324941], [-0.514309, 6.792590, 3.077517], [-1.841910, 6.050217, 3.359914], [-0.830475, 7.793717, 2.048800], [-0.317911, 8.473280, 4.416024], [1.166055, 7.604328, 4.216416], [-0.043002, 6.954406, 5.277777], [0.238579, 6.097679, 2.705538], [-1.678062, 5.222040, 4.049395], [-2.346465, 5.548004, 2.534504], [-2.479305, 6.716248, 3.941478], [-1.394368, 8.393068, 2.543152], [-8.287496, 0.326463, 3.510886], [-8.870348, 0.573837, 4.896184], [-8.189740, -0.175468, 6.104077], [-8.777400, 1.925950, 5.173948], [-8.572253, -0.654898, 3.131488], [-7.206123, 0.322894, 3.647683], [-8.671216, 1.099989, 2.845674], [-9.935342, 0.341935, 4.886384], [-8.427621, -1.238494, 6.065602], [-8.478500, 0.236325, 7.071111], [-7.112860, -0.008357, 6.082061], [-9.276578, 2.050072, 5.984511], [-7.612718, 5.826591, 5.521202], [-6.861499, 4.738163, 4.659454], [-5.484415, 5.196265, 4.186075], [-6.633596, 3.586341, 5.437324], [-7.045875, 5.969067, 6.441245], [-8.615199, 5.417261, 5.646047], [-7.858586, 6.690553, 4.903774], [-7.528315, 4.583976, 3.811109], [-4.777984, 5.217614, 5.015902], [-5.592457, 6.132267, 3.638059], [-5.140351, 4.494225, 3.426569], [-7.441184, 3.070891, 5.376315], [-6.480489, 5.459754, -1.215529], [-7.504726, 4.454256, -0.707269], [-6.801263, 3.128080, -0.303420], [-8.204703, 5.035091, 0.358701], [-6.984093, 6.327758, -1.641047], [-5.829647, 5.044239, -1.984846], [-5.834109, 5.675296, -0.364746], [-8.283279, 4.245205, -1.440920], [-7.517046, 2.658224, 0.371110], [-5.869148, 3.181739, 0.259062], [-6.733211, 2.408965, -1.119717], [-8.729246, 5.706912, -0.082997], [-2.427395, 2.360363, 2.123587], [-1.686695, 1.621115, 1.218663], [-1.268206, 0.317349, 1.682945], [-0.373703, -0.318198, 0.624487], [0.847193, 0.404213, 0.263121], [1.228373, 0.207978, -1.131851], [1.586986, -1.278951, -1.530500], [0.449395, -1.942282, -2.076689], [0.578427, -3.372830, -2.121912], [-1.722357, 2.739283, 2.863490], [-3.251911, 1.832961, 2.603294], [-2.796736, 3.287582, 1.685475], [-2.164760, -0.265442, 1.894239], [-0.773603, 0.482637, 2.640102], [-0.932233, -0.304715, -0.311442], [-0.246881, -1.394881, 0.737511], [0.526744, 1.361420, 0.297409], [2.162528, 0.725017, -1.351246], [0.509218, 0.693633, -1.791442], [1.854861, -1.845790, -0.638852], [2.417464, -1.371391, -2.230394], [1.523471, -3.692019, -2.561336], [-0.279242, -3.878058, -2.566041], [0.678511, -3.726832, -1.095872], [-1.819712, -7.003413, 0.502703], [-1.018464, -6.575082, -0.651891], [-0.686151, -7.625095, -1.581930], [0.266120, -7.111478, -2.658057], [-0.367898, -6.462718, -3.846056], [0.577782, -5.820993, -4.781054], [-0.134259, -5.264703, -6.093366], [-1.077832, -4.279065, -5.648720], [-1.812085, -3.720816, -6.730426], [-2.119976, -6.226760, 1.206082], [-1.209493, -7.577735, 1.199745], [-2.762130, -7.478110, 0.229561], [-1.547405, -8.051547, -2.096214], [0.012740, -8.257341, -1.034274], [0.802009, -7.978527, -3.044250], [0.953887, -6.418201, -2.173849], [-0.998922, -5.698841, -3.650067], [1.386591, -6.428946, -5.186414], [1.150647, -5.069019, -4.238406], [-0.764436, -6.035379, -6.537266], [0.580805, -4.786216, -6.762555], [-1.152651, -3.569507, -7.585040], [-2.265770, -2.761755, -6.480502], [-2.603612, -4.424370, -6.988499], [4.727581, 0.505313, -2.358663], [6.107927, 1.208282, -2.671861], [5.986264, 2.652694, -2.186573], [6.141444, 2.879033, -0.658348], [7.379986, 2.048642, -0.199522], [7.526610, 0.628662, -0.689174], [7.234512, 0.498164, -2.107551], [7.489980, -0.755527, -2.616743], [9.028331, 0.232776, -0.380687], [6.593899, -0.327298, 0.148017], [6.341277, 1.365083, -4.240761], [3.888322, 0.948635, -2.894588], [4.408212, 0.471427, -1.317050], [4.812110, -0.535903, -2.669818], [6.696719, 3.328987, -2.661953], [4.974121, 2.982053, -2.421506], [5.217018, 2.485793, -0.235398], [6.199044, 3.942614, -0.426854], [7.564460, 2.144909, 0.870431], [8.182678, 2.528295, -0.759627], [9.715133, 0.936504, -0.850973], [9.271866, 0.113298, 0.675024], [9.291715, -0.736464, -0.804140], [6.998966, -0.483063, 1.147894], [5.534723, -0.073402, 0.190017], [6.630622, -1.296197, -0.349963], [5.387875, 1.650626, -4.685265], [6.497350, 0.413240, -4.748442], [7.086127, 2.091878, -4.564911], [8.270336, -0.608309, -3.156158], [-6.021595, -1.418613, 0.589791], [-4.845629, -1.726538, -0.370625], [-3.739362, -2.440762, 0.454482], [-2.675593, -3.153867, -0.334711], [-3.316581, -4.131141, -1.362116], [-4.377858, -3.407075, -2.286882], [-5.362140, -2.669074, -1.442359], [-6.482143, -2.147284, -2.150742], [-3.656103, -2.605106, -3.346761], [-5.104019, -4.628233, -2.965530], [-4.328009, -0.368304, -0.795445], [-6.780274, -0.702558, 0.273943], [-5.651104, -1.219351, 1.595341], [-6.637579, -2.298583, 0.775028], [-3.294719, -1.748921, 1.169855], [-4.371091, -3.131405, 1.013071], [-2.073189, -3.753419, 0.347742], [-2.033490, -2.526946, -0.953410], [-3.749840, -4.924075, -0.752483], [-2.609326, -4.665961, -1.996042], [-4.320174, -2.547544, -4.209194], [-3.452128, -1.577940, -3.044376], [-2.744781, -2.939973, -3.842193], [-5.897939, -4.260675, -3.615677], [-4.557280, -5.183122, -3.727939], [-5.667209, -5.328187, -2.348291], [-4.133913, 0.223856, 0.098855], [-5.109092, 0.125517, -1.373511], [-3.414695, -0.444698, -1.385461], [-7.162212, -2.507728, -1.577000], [3.480094, -5.201260, -7.461134], [5.013359, -5.023124, -7.367984], [5.403199, -3.620928, -7.953308], [5.188156, -2.484453, -6.934979], [5.946275, -2.638899, -5.672713], [5.774704, -4.051405, -5.030663], [5.628450, -5.159031, -6.081711], [5.290779, -6.421516, -5.571489], [7.036569, -4.338097, -4.162456], [4.545350, -3.972153, -4.107974], [5.632795, -5.979597, -8.310297], [3.042049, -5.049119, -8.447577], [3.010679, -4.521727, -6.749803], [3.029120, -6.178121, -7.286584], [6.420364, -3.548348, -8.338280], [4.822473, -3.396467, -8.848008], [4.144174, -2.484708, -6.621628], [5.448592, -1.511889, -7.352583], [5.545469, -1.831879, -5.059386], [7.024635, -2.549121, -5.803768], [6.773634, -5.232021, -3.596895], [7.906590, -4.481830, -4.803171], [7.178361, -3.459484, -3.533144], [4.562603, -4.819741, -3.422861], [4.515019, -3.135729, -3.409713], [3.606472, -4.109271, -4.644449], [5.168124, -6.002038, -9.296036], [5.629470, -6.988627, -7.898063], [6.637055, -5.654675, -8.582319], [6.086381, -6.916242, -5.780924], [2.919551, -5.614512, 3.758102], [3.797684, -6.412732, 2.721277], [2.905098, -6.895977, 1.517904], [2.654181, -5.843283, 0.561518], [3.982480, -5.196348, 0.048200], [4.821092, -4.579327, 1.262975], [5.003974, -5.650897, 2.256692], [5.668776, -5.091123, 3.373237], [6.197617, -4.215470, 0.619553], [4.084769, -3.297438, 1.674028], [4.241184, -7.720524, 3.343470], [3.539667, -5.148990, 4.524163], [2.258057, -6.264146, 4.331249], [2.313191, -4.805460, 3.350856], [3.232725, -7.745355, 0.918476], [1.951183, -7.236550, 1.920606], [2.054961, -5.026201, 0.963287], [2.044364, -6.254666, -0.242831], [3.741093, -4.476199, -0.733595], [4.475526, -5.976894, -0.531232], [5.954710, -3.421381, -0.086502], [6.930669, -3.812574, 1.318414], [6.606769, -5.098316, 0.128353], [4.500297, -2.918944, 2.607933], [4.182580, -2.542002, 0.894391], [3.019923, -3.404487, 1.880774], [4.785796, -7.483140, 4.257338], [4.858853, -8.336381, 2.689784], [3.401933, -8.396853, 3.505776], [6.416589, -5.684278, 3.475914], [3.050074, 0.594573, -6.034466], [1.597804, 0.411962, -6.450095], [0.863214, 0.076658, -5.113239], [-0.692280, 0.187201, -5.192360], [-1.007096, 1.616547, -5.521812], [-0.353529, 2.150068, -6.824511], [1.072028, 1.741080, -6.913188], [1.707400, 2.333950, -7.995225], [-1.216797, 1.615919, -7.974787], [-0.444160, 3.689535, -6.704922], [1.425889, -0.869587, -7.400474], [3.313619, -0.338027, -5.535569], [3.804399, 0.779868, -6.799168], [3.148662, 1.328892, -5.234999], [1.023171, -0.997493, -5.019915], [1.266781, 0.726209, -4.336488], [-1.001861, -0.513796, -5.967511], [-1.213505, -0.069824, -4.270196], [-0.763086, 2.188898, -4.626840], [-2.095768, 1.664569, -5.546092], [-2.071398, 2.284168, -8.080666], [-1.578407, 0.590940, -7.892652], [-0.646687, 1.610512, -8.903783], [-0.848078, 4.067895, -7.643960], [0.518364, 4.115926, -6.422374], [-1.178095, 3.996715, -5.959897], [1.901078, -0.767914, -8.376157], [1.815171, -1.826024, -7.051491], [0.369240, -1.022120, -7.620326], [2.082530, 3.182164, -7.747386], [2.342208, 3.209540, 1.502612], [2.981692, 2.607529, 2.828897], [2.281691, 3.352753, 4.042586], [2.318644, 2.523286, 5.351426], [1.942697, 1.054253, 5.192069], [2.729419, 0.373183, 4.045119], [2.644216, 1.173085, 2.795500], [3.018923, 0.585964, 1.567126], [4.151607, 0.067118, 4.576642], [2.042789, -0.982539, 3.799744], [4.520263, 2.824799, 2.815827], [2.209822, 4.291015, 1.533842], [1.329551, 2.894621, 1.250722], [2.983066, 3.017267, 0.642122], [2.898220, 4.192297, 4.363745], [1.249595, 3.613587, 3.808372], [1.647845, 2.983885, 6.076678], [3.343320, 2.699821, 5.678502], [0.875463, 0.997464, 4.977886], [2.065135, 0.638084, 6.192026], [4.675433, 0.945010, 4.954829], [4.240257, -0.681311, 5.364107], [4.842725, -0.292716, 3.814426], [2.721525, -1.536015, 3.150846], [1.951317, -1.627162, 4.673924], [1.023944, -0.912153, 3.418831], [4.641259, 3.828387, 2.408046], [5.059400, 2.125775, 2.176466], [5.046393, 2.773278, 3.769049], [2.178403, 0.573684, 1.103486], [0.929959, 7.740465, -1.351423], [-0.165240, 7.281929, -2.386063], [0.415194, 6.544225, -3.611443], [0.739513, 5.046673, -3.351523], [-0.561015, 4.422619, -2.819205], [-1.199635, 5.039254, -1.547883], [-1.319463, 6.466788, -1.761385], [-1.919385, 7.129653, -0.677092], [-2.640649, 4.389517, -1.423484], [-0.299763, 4.643904, -0.352277], [-0.886556, 8.527759, -2.932825], [1.681073, 8.368033, -1.831096], [1.532321, 6.959966, -0.886580], [0.358460, 8.339483, -0.642430], [-0.178045, 6.675595, -4.516386], [1.411469, 6.953948, -3.777816], [1.538734, 4.994053, -2.612221], [0.987112, 4.549783, -4.289558], [-0.417899, 3.377685, -2.544016], [-1.258337, 4.477917, -3.655144], [-2.533440, 3.309670, -1.320857], [-3.259319, 4.723317, -0.590461], [-3.256645, 4.546716, -2.308880], [-0.768131, 5.211482, 0.451830], [-0.429116, 3.597851, -0.074531], [0.764697, 4.878351, -0.360259], [-0.288076, 9.065825, -3.667948], [-0.959086, 9.293561, -2.160569], [-1.897489, 8.260956, -3.240949], [-1.262363, 7.150798, 0.022521], [-1.394614, 3.270651, 7.118605], [-2.572038, 2.281141, 7.436006], [-1.870328, 1.206051, 8.378595], [-2.782415, 0.440542, 9.295258], [-3.662974, 1.412975, 10.070904], [-4.539983, 2.366534, 9.145396], [-3.699511, 3.014372, 8.140891], [-4.221343, 4.047388, 7.382954], [-5.741873, 1.645020, 8.539560], [-5.038590, 3.471227, 10.090493], [-3.106649, 1.539928, 6.252958], [-0.629391, 2.822476, 6.484837], [-0.812762, 3.510597, 8.008533], [-1.698988, 4.190245, 6.618792], [-1.252289, 0.459372, 7.879978], [-1.174136, 1.677901, 9.071981], [-2.176568, -0.062810, 10.048700], [-3.320980, -0.324067, 8.735422], [-3.118752, 1.857486, 10.904166], [-4.384234, 0.708290, 10.484796], [-6.444935, 1.171565, 9.224864], [-6.227665, 2.443280, 7.978408], [-5.455946, 0.787381, 7.930632], [-5.582933, 3.101136, 10.959303], [-4.167205, 4.055340, 10.386460], [-5.602331, 4.267094, 9.603788], [-3.764945, 0.689924, 6.432541], [-2.279152, 1.092387, 5.702439], [-3.600377, 2.091040, 5.452586], [-4.821474, 3.579798, 6.797456]], "forces_ev_per_angstrom": [[0.8, 1.7, -0.1], [0.5, -0.5, -0.8], [-0.8, -0.2, 0.0], [-0.1, -0.6, 1.6], [0.1, -0.1, -0.7], [-0.4, -0.4, 0.7], [0.0, -0.7, 0.4], [0.4, 0.3, -0.7], [0.4, 0.1, 0.0], [-0.4, -0.3, -0.4], [-0.4, 0.7, 0.2], [0.1, 0.1, 0.0], [0.1, 0.3, -0.3], [-1.0, -0.2, -0.1], [0.9, -0.4, 1.2], [1.0, -0.9, 0.8], [-0.2, 0.0, 0.2], [0.0, 0.0, -0.2], [-0.3, -0.3, -0.2], [-0.1, 0.1, -0.6], [0.3, -0.1, 0.3], [0.1, 0.7, -0.4], [-0.4, 0.1, -0.4], [-0.2, 0.4, -0.3], [0.0, -0.4, 1.0], [0.0, -1.7, 0.9], [-0.2, 0.1, -1.3], [-0.1, 1.9, 0.1], [-0.1, 0.0, 0.0], [0.1, 0.3, -0.6], [0.4, 0.0, -0.1], [-0.2, -0.4, -0.1], [0.2, 0.0, 0.1], [-0.5, 0.0, -0.1], [0.1, -0.2, -0.3], [0.0, 0.4, 0.1], [0.1, -1.5, -1.4], [0.3, 1.9, 0.7], [-0.8, -0.2, -0.7], [0.0, -0.1, -0.1], [-0.4, 0.4, 0.0], [0.0, -0.2, 0.9], [0.7, 0.5, 0.2], [0.2, -0.6, -0.3], [0.0, 0.3, -0.1], [0.3, 0.3, 0.4], [0.2, -0.3, 0.1], [-0.2, -0.7, 0.1], [0.0, -0.5, -0.3], [1.5, -0.7, -0.9], [-1.7, 0.0, 0.6], [-0.3, 0.1, 1.0], [0.2, 0.3, 0.2], [-0.1, -0.1, -0.1], [-0.1, 0.5, -0.1], [0.3, -0.4, -0.6], [0.0, -0.2, 0.3], [0.1, 0.5, -0.3], [0.3, 0.4, -0.3], [-0.2, 0.3, 0.4], [0.6, 1.0, 0.9], [0.3, -1.2, -1.5], [0.2, 1.2, 0.1], [-1.1, -0.3, -1.4], [-0.6, 0.1, 0.3], [1.2, -1.2, -0.9], [-1.5, 0.1, 0.4], [-0.6, -0.4, -0.6], [0.7, 0.7, 1.2], [-0.1, -0.1, 0.8], [-0.1, -0.3, 0.0], [-0.2, -0.3, -0.6], [0.1, -0.3, -0.2], [0.4, -0.2, 0.2], [-0.9, 0.0, -0.1], [0.5, 0.0, 0.7], [0.2, 0.5, 0.2], [0.1, 0.4, 0.5], [-0.4, -0.5, -0.4], [0.4, 0.2, 0.5], [0.1, 0.4, -0.2], [0.0, 0.1, -0.7], [0.0, 0.5, -0.2], [-0.3, -0.2, 0.4], [0.8, 0.1, -0.4], [-1.4, 0.2, 0.8], [1.1, 1.2, 0.3], [-0.9, 1.3, -1.0], [0.5, -0.4, -0.7], [-0.2, 0.1, -1.2], [-0.6, 0.3, 2.8], [0.2, 0.8, 0.1], [0.2, -0.6, 0.2], [0.2, 1.1, -0.9], [0.1, -0.9, -0.4], [0.3, -0.4, -0.3], [-0.2, -0.5, 0.5], [-0.7, -1.1, 0.1], [0.2, 0.1, 0.0], [0.4, 0.0, 0.1], [-0.3, -0.2, 0.7], [-0.2, -0.9, 0.3], [-0.1, 0.8, -0.3], [0.6, -0.5, -0.4], [0.1, -0.3, -0.2], [0.0, 0.0, -0.2], [0.1, -0.1, 0.4], [-0.2, 0.0, -0.3], [0.5, -0.4, -0.7], [-0.8, 0.1, -1.2], [0.3, 0.9, 1.4], [-0.2, -2.2, -0.6], [-0.2, 1.9, -1.2], [-0.5, -1.9, 1.9], [1.1, 2.8, 0.7], [-0.4, -0.8, -0.2], [-0.6, -0.4, -0.8], [0.7, -0.4, -0.6], [-1.4, -0.9, 0.5], [0.1, 0.1, -0.3], [0.5, 0.3, 0.1], [-0.1, -0.2, -0.1], [0.1, -0.2, -0.4], [0.1, 0.1, -0.5], [0.0, 0.0, 0.5], [0.2, -0.1, 0.1], [0.1, -0.2, 0.0], [0.5, 0.5, 0.4], [-0.1, 0.2, 0.1], [-0.4, 0.5, 0.1], [-0.3, -0.2, -0.2], [-0.2, 0.2, 0.1], [0.2, 0.4, 0.2], [0.0, -0.2, 0.0], [-0.1, 0.5, 0.1], [0.5, -0.2, 0.3], [0.2, -0.1, 0.5], [0.1, -0.2, -0.2], [-0.4, -1.2, 0.3], [-0.4, 0.2, -0.1], [-1.4, -0.1, -0.5], [-0.1, -1.1, -1.4], [-0.7, 1.0, 1.0], [0.4, -2.7, 0.7], [1.7, -0.5, 1.1], [0.7, 0.1, 0.3], [-0.5, 1.2, -1.2], [-1.2, 1.0, -1.0], [-0.1, 0.1, -0.8], [0.6, 0.5, -0.2], [0.1, 0.6, -0.1], [0.1, -0.6, -0.2], [-0.2, 0.1, -0.1], [0.6, -0.6, 0.3], [0.4, 0.1, 0.0], [0.2, 0.6, 0.5], [-0.7, -0.1, -0.2], [0.3, 0.4, 0.0], [-0.3, 0.4, -0.1], [-0.1, -0.1, 0.1], [0.3, -0.8, 0.8], [-0.3, 0.6, 0.0], [0.9, 0.0, 0.5], [0.6, 0.1, 0.7], [0.1, 0.1, 0.0], [0.2, 0.2, -0.2], [0.0, 0.2, 0.0], [-0.5, 0.1, -0.3], [-0.8, 0.2, 0.6], [-0.6, 1.9, -1.6], [-0.6, 1.0, 0.7], [-0.4, -0.5, -1.0], [0.7, -1.4, 0.0], [-0.7, 0.2, 0.1], [1.0, 1.6, 0.6], [0.0, 0.0, 0.8], [-1.4, 0.0, -0.8], [-0.1, -1.4, 0.5], [1.1, -1.2, -1.2], [0.5, 0.8, -0.3], [-0.3, 0.1, -0.1], [0.8, -0.4, 0.7], [0.4, -0.5, 0.4], [-0.4, -0.3, 0.0], [-0.3, 0.3, -0.4], [-0.3, 0.1, -0.3], [0.5, -0.3, 0.8], [0.1, 0.6, -0.2], [0.6, 0.0, 0.3], [0.0, -0.1, 0.1], [0.1, -0.2, 0.3], [0.0, -0.4, 0.0], [0.1, 0.5, -0.5], [-0.1, 0.5, -0.1], [-0.6, 0.0, 0.1], [0.1, -0.1, -0.3], [0.4, -0.3, 0.5], [0.0, -0.4, 0.3], [0.5, -0.1, 0.0], [-1.0, -0.4, -0.5], [0.2, -0.1, 1.3], [0.0, 2.5, -1.8], [-0.9, -0.9, 0.7], [-0.4, -0.6, -2.4], [-0.9, -0.3, -0.7], [0.0, -0.1, 0.3], [-0.9, 0.0, 0.6], [0.2, -0.1, 0.8], [0.6, -0.1, 0.5], [0.3, 0.0, -0.2], [-0.1, -0.3, -0.3], [0.0, -0.2, -0.3], [0.9, -0.3, 0.5], [-0.1, 0.0, 0.4], [-0.2, 0.0, 0.3], [0.1, 0.2, -0.4], [0.1, 0.6, 0.3], [0.7, -0.2, 0.4], [0.4, -0.2, -0.3], [-0.1, -0.1, 0.2], [0.0, 0.1, -0.1], [0.2, 0.2, -0.1], [0.1, 0.0, 0.1], [0.0, -0.3, -0.2], [0.0, -0.5, 0.3], [0.4, 0.5, -0.2], [-0.3, 0.4, 0.6], [0.2, 0.1, 0.1], [0.3, -0.6, 0.4], [-0.6, 0.2, -0.3], [-1.3, -0.6, -1.0], [1.6, 0.2, -0.4], [-0.2, -0.5, 0.3], [-0.5, -0.8, 1.0], [-0.5, -0.3, 2.0], [0.1, -0.9, -1.4], [0.3, 0.4, -0.7], [-0.3, -0.3, -0.7], [-0.2, 1.2, -0.5], [0.3, -0.3, -0.1], [-0.3, 0.1, -0.3], [-0.2, 0.4, -0.2], [0.7, 0.1, 0.9], [0.0, -0.3, 0.3], [-0.3, 0.0, -0.1], [0.3, -0.3, 0.1], [0.5, 0.4, -0.1], [-0.2, 0.5, -0.6], [-0.2, -0.2, -0.2], [0.0, 0.0, 0.5], [0.0, 0.4, -0.1], [0.6, 0.5, -0.1], [-0.1, 0.1, -0.2], [0.0, -0.2, 0.2], [0.1, 0.5, -0.1], [0.1, 0.2, 0.8], [-0.1, 0.0, 0.1], [0.0, 0.0, 0.7], [0.7, 0.3, 0.3], [-0.7, 0.1, -0.6], [0.7, -1.6, 0.3], [-0.1, 0.4, -0.9], [0.2, 1.4, -0.5], [0.0, -1.3, 0.7], [-1.5, 0.8, 1.4], [2.4, 0.0, 2.0], [1.0, 0.3, -0.4], [0.7, -0.4, -0.3], [-0.4, 0.6, -0.3], [0.4, 0.3, 0.4], [0.1, -0.6, 0.5], [0.0, -0.2, 0.0], [-0.4, 0.6, -0.9], [0.1, 0.2, -0.3], [0.1, 0.1, 0.1], [0.1, -0.6, 0.6], [-0.2, 0.0, -0.2], [0.3, -0.8, -0.3], [-0.3, 0.2, 0.1], [-0.7, -0.1, 0.1], [-0.3, -0.1, -0.5], [-0.5, -0.1, -0.5], [0.2, 0.4, 0.5], [0.2, 0.3, -0.5], [0.5, 0.1, 0.0], [-0.4, -0.1, -0.3], [-0.5, 0.1, 0.3], [-1.2, -0.6, -0.6], [-0.8, -0.3, -0.8], [-0.9, -0.3, 0.3], [1.2, -1.0, 0.8], [-1.7, 0.8, 0.7], [0.1, -0.2, 0.0], [0.4, -0.8, -0.9], [0.8, 0.5, -1.3], [0.1, -0.1, -0.4], [0.8, 0.1, 0.1], [-1.3, 0.4, 0.7], [0.5, 0.7, 0.9], [-0.3, 0.3, -0.2], [-0.5, -0.3, 0.2], [0.5, -0.1, 0.4], [-0.2, 0.0, 0.2], [-0.1, 0.7, -0.4], [0.2, -0.2, -0.1], [0.4, 0.0, 0.2], [0.0, -0.3, -0.3], [-0.3, -0.1, 0.1], [0.1, -0.1, 0.1], [0.4, 0.3, 0.2], [0.3, 0.3, -0.2], [0.3, 0.0, 0.7], [0.0, -0.1, -0.2], [-0.1, 0.1, -0.5], [-0.1, -0.4, -0.6], [-0.4, -0.1, 0.4], [0.3, 0.1, -0.4], [0.2, 0.2, 0.7], [-0.4, -0.2, -0.3], [0.4, 0.1, 1.5], [-0.1, 0.4, 0.6], [0.1, 0.6, 0.0], [-1.5, -1.2, -1.4], [0.5, 0.2, 1.5], [3.3, -1.2, 1.3], [-0.4, -0.4, 0.0], [0.2, -0.3, -0.2], [0.4, 0.9, -0.3], [0.4, -0.8, -2.0], [-0.2, -0.4, -0.3], [-0.5, 0.2, 0.3], [-0.3, 0.0, 0.1], [0.0, 0.4, -0.9], [0.1, 0.6, -0.2], [0.1, -0.4, -0.2], [-0.4, 0.0, 0.1], [0.0, 0.5, -0.4], [-0.4, 0.4, 0.7], [0.0, 0.6, 0.5], [-0.5, -0.5, -0.4], [0.2, 0.3, -0.5], [0.0, -0.1, -0.1], [0.2, -0.3, 0.5], [-0.6, -0.4, -0.3], [-0.1, 0.1, 0.7], [0.4, -0.1, 0.0], [-0.2, 0.7, 0.3], [-0.7, 0.4, -0.8]], "e_tot_ha": -5731.2193, "e_homo_ev": -7.64, "relative_energy_kj_mol": 0.0, "spin_multiplicity": 1, "homo_lumo_gap_ev": 7.984, "max_force_ha_per_bohr": 0.07179}